1.
ORCA calculation (ωB97M-V with the def2-TZVPD basis set) on a cluster of 2 separate species, C9H14BrNOSi in total at a distorted geometry.

Summary:
- Charge: 0
- Orbital gap (alpha / beta): 0.2915 / 0.2916 hartree
- Multiplicity: 1
- Lowest unoccupied orbital energy (alpha / beta): -0.0123 / -0.0123 Ha
- Electronic energy: -3344.643054 Eh

Atoms and positions in Å:
C -0.231 -1.810 2.943
C -0.750 -1.525 4.216
C -1.108 -1.341 2.027
C -1.984 -0.945 3.952
C -1.050 -1.366 0.596
C 1.297 1.298 -3.126
C -0.287 1.836 -1.236
C 2.124 1.076 -0.861
C 0.899 0.891 -1.715
N 0.047 -1.123 -0.008
O -2.158 -0.844 2.602
Si 0.206 -0.910 -1.681
Br -3.360 -0.504 5.071
H 0.840 -2.097 2.711
H -0.530 -2.036 5.152
H -2.060 -1.569 0.021
H 0.729 1.004 -4.053
H 1.325 2.366 -3.237
H 2.292 1.009 -3.480
H -0.588 1.926 -0.224
H -1.248 1.455 -1.775
H -0.164 2.887 -1.555
H 1.855 0.543 0.136
H 2.964 0.523 -1.187
H 2.410 2.062 -0.548
H -2.448 -1.103 -2.022
H 0.978 -1.705 -2.721

---

2.
ORCA calculation (ωB97M-V with the def2-TZVPD basis set) on the ion C7H8N3 with charge +1 at a distorted geometry.

Summary:
- Charge: +1
- Orbital gap (alpha / beta): 0.2840 / 0.2840 hartree
- SMILES: C1=C/C=C\C/[NH+]=N\C=N/C=1
- Multiplicity: 1
- Lowest unoccupied orbital energy (alpha / beta): -0.2192 / -0.2192 Ha
- Electronic energy: -435.320907 Eh

Atoms and positions in Å:
C 0.354 -1.436 1.705
C 0.524 -1.742 0.302
C -0.169 -0.252 2.066
C 0.930 -0.540 -1.956
C -0.607 1.290 -2.075
C 0.522 -0.883 -0.685
C -0.876 0.592 1.072
N 0.158 0.347 -2.537
N -0.297 1.945 -0.982
N 0.095 1.275 0.115
H 0.707 -2.098 2.395
H 0.524 -2.804 0.164
H -0.243 -0.074 3.052
H 1.850 -0.729 -2.564
H -1.321 1.821 -2.608
H -1.556 0.008 0.599
H -1.425 1.541 1.410
H 0.829 1.740 0.528

---

3.
ORCA calculation (ωB97M-V with the def2-TZVPD basis set) on an isolated molecule of C4H4N2O.

Summary:
- Charge: 0
- Orbital gap (alpha / beta): 0.3086 / 0.3087 hartree
- SMILES: N=C=C/C=C\N=O
- Multiplicity: 1
- Lowest unoccupied orbital energy (alpha / beta): -0.0090 / -0.0090 Ha
- Electronic energy: -339.413121 Eh

Atoms and positions in Å:
N 2.450 0.070 -0.228
C 1.406 -0.517 0.013
C 0.285 -1.204 0.151
C -1.069 -0.646 0.175
C -1.435 0.633 0.242
N -0.485 1.725 0.401
O -0.113 2.194 -0.646
H 2.945 0.458 0.574
H 0.395 -2.278 0.263
H -1.866 -1.383 0.134
H -2.474 0.951 0.275

---

4.
ORCA calculation (ωB97M-V with the def2-TZVPD basis set) on a cluster of 2 separate species, C3H8N2 in total at a distorted geometry.

Summary:
- Charge: 0
- Orbital gap (alpha / beta): 0.3243 / 0.3239 hartree
- Multiplicity: 1
- Lowest unoccupied orbital energy (alpha / beta): 0.0267 / 0.0298 Ha
- Electronic energy: -228.401688 Eh

Atoms and positions in Å:
C 0.259 -1.318 -0.479
C 1.618 -1.831 -0.097
C -1.495 2.147 0.333
N -0.140 -0.138 -0.324
N -2.140 1.044 -0.043
H -0.269 -2.120 -0.876
H 2.096 -2.519 -0.898
H 1.798 -2.293 0.925
H 2.137 -0.921 -0.007
H -1.263 2.718 -0.600
H -2.223 2.782 0.776
H -0.814 1.890 1.140
H 0.436 0.560 0.150

---

5.
ORCA calculation (ωB97M-V with the def2-TZVPD basis set) on a cluster of 2 separate species, C3H9NO in total at a distorted geometry.

Summary:
- Charge: 0
- Orbital gap: 0.3549 hartree
- SMILES: C=O.CNC
- Multiplicity: 1
- Lowest unoccupied orbital energy: 0.0329 Ha
- Electronic energy: -249.637760 Eh

Atoms and positions in Å:
O -4.488 0.770 0.901
C -4.449 1.005 2.079
H -5.160 0.514 2.758
H -3.701 1.719 2.468
C 2.305 -0.390 -2.100
N 3.240 -0.866 -1.068
C 2.801 -0.530 0.280
H 1.315 -0.778 -1.845
H 2.167 0.687 -2.032
H 2.600 -0.832 -3.047
H 4.156 -0.476 -1.245
H 2.574 0.534 0.439
H 3.597 -0.864 0.940
H 1.894 -1.087 0.530

---

6.
ORCA calculation (ωB97M-V with the def2-TZVPD basis set) on a cluster of 2 separate species, C3H5N3O7 in total at a distorted geometry.

Summary:
- Charge: 0
- Orbital gap: 0.3125 hartree
- SMILES: O=[N+]([O-])C([N+](=O)[O-])=[N+]([O-])O.CC=O
- Multiplicity: 1
- Lowest unoccupied orbital energy: -0.0634 Ha
- Electronic energy: -807.877205 Eh

Atoms and positions in Å:
C -1.458 1.281 1.578
C -0.793 -0.022 1.892
C 0.855 -0.325 -1.071
N -0.357 0.274 -1.487
N 1.241 -1.621 -1.292
N 1.764 0.466 -0.218
O -1.269 -0.496 -1.929
O 0.361 -2.342 -1.913
O 1.354 1.481 0.435
O -0.471 1.453 -1.397
O 2.282 -2.102 -1.024
O 2.922 0.154 -0.239
O -0.526 -0.944 1.159
H -1.593 1.874 2.568
H -2.282 1.023 0.846
H -0.769 1.885 0.989
H -0.681 -0.255 3.057
H -0.577 -1.784 -1.956

---

7.
ORCA calculation (ωB97M-V with the def2-TZVPD basis set) on an isolated molecule of C3H8N4O at a distorted geometry.

Summary:
- Charge: 0
- Orbital gap: 0.3082 hartree
- SMILES: N/N=C\N/N=C\CO
- Multiplicity: 1
- Lowest unoccupied orbital energy: 0.0166 Ha
- Electronic energy: -413.166924 Eh

Atoms and positions in Å:
C 1.671 -1.116 0.063
C -1.775 -1.165 -0.175
C -2.222 0.336 0.161
H 2.426 1.520 0.790
H 4.095 1.007 0.073
H 1.404 -2.130 -0.592
H 0.018 0.543 0.226
H -2.440 -1.964 -0.454
H -2.531 0.365 1.257
H -3.214 0.450 -0.239
H -1.556 1.986 -1.116
N 2.982 0.964 0.033
N 2.666 -0.400 -0.298
N 0.396 -0.485 0.378
N -0.478 -1.529 0.051
O -1.443 1.617 -0.159

---

8.
ORCA calculation (ωB97M-V with the def2-TZVPD basis set) on an isolated molecule of C21H25NO5.

Summary:
- Charge: 0
- Orbital gap: 0.3264 hartree
- SMILES: COc1ccc(CCNC(=O)CC[C@H]2COc3ccccc3O2)cc1OC
- Multiplicity: 1
- Lowest unoccupied orbital energy: 0.0253 Ha
- Electronic energy: -1246.173547 Eh

Atoms and positions in Å:
C 4.971 0.500 1.254
H 5.503 -0.162 0.567
O 3.833 -0.128 1.799
C 2.958 -0.800 0.994
C 2.188 -1.758 1.643
C 1.247 -2.513 0.969
C 1.068 -2.341 -0.394
C 1.815 -1.368 -1.046
C 2.746 -0.582 -0.381
O 3.468 0.409 -0.997
C 3.168 0.734 -2.329
H 3.395 -0.092 -3.012
H 3.807 1.582 -2.572
H 2.120 1.030 -2.441
H 1.658 -1.227 -2.104
C 0.057 -3.152 -1.156
H 0.477 -3.476 -2.110
H -0.217 -4.037 -0.581
C -1.207 -2.331 -1.439
N -1.833 -1.904 -0.213
C -3.142 -2.088 0.056
O -3.900 -2.679 -0.686
C -3.587 -1.453 1.367
H -2.750 -1.395 2.062
H -4.376 -2.069 1.800
C -4.143 -0.047 1.111
C -3.151 0.831 0.351
C -3.606 2.290 0.250
H -4.583 2.369 -0.228
O -2.709 3.026 -0.550
C -1.391 2.790 -0.247
C -0.429 3.658 -0.748
C 0.903 3.479 -0.430
C 1.286 2.439 0.402
C 0.342 1.552 0.881
C -0.997 1.713 0.550
O -1.898 0.787 1.015
H 0.622 0.725 1.514
H 2.321 2.309 0.672
H 1.642 4.161 -0.823
H -0.755 4.472 -1.377
H -3.653 2.721 1.259
H -3.023 0.450 -0.675
H -5.057 -0.118 0.520
H -4.379 0.424 2.067
H -1.269 -1.355 0.419
H -0.947 -1.454 -2.046
H -1.945 -2.930 -1.979
H 0.669 -3.251 1.504
H 2.353 -1.893 2.700
H 5.610 0.726 2.108
H 4.720 1.427 0.733

---

9.
ORCA calculation (ωB97M-V with the def2-TZVPD basis set) on a structure of composition C5H8O2.

Summary:
- Charge: 0
- Orbital gap (alpha / beta): 0.3095 / 0.3095 hartree
- Multiplicity: 1
- Lowest unoccupied orbital energy (alpha / beta): 0.0118 / 0.0118 Ha
- Electronic energy: -345.585591 Eh

Atoms and positions in Å:
C -0.556 1.818 -0.323
C -0.545 -0.367 -0.267
C -0.998 -1.347 0.762
C 0.830 -0.679 -0.813
C 1.514 0.145 0.252
O 2.626 0.102 0.691
O 0.504 0.886 0.791
H 0.163 2.054 -1.104
H -1.537 1.613 -0.729
H -0.591 2.582 0.450
H -0.189 -1.904 1.264
H -1.655 -0.906 1.517
H -1.603 -2.073 0.199
H 1.153 -1.725 -0.763
H 1.006 -0.288 -1.821